{
  "formula": "CH3BrOS",
  "method": "wB97M-V/def2-TZVPD",
  "symbols": ["Br", "S", "O", "C", "H", "H", "H"],
  "positions_angstrom": [[3.241, -0.297, -0.002], [1.726, 1.029, -0.740], [1.755, 2.694, 0.640], [0.262, 0.175, -0.121], [0.335, 0.032, 0.953], [-0.586, 0.818, -0.344], [0.165, -0.778, -0.635]],
  "nbo_charge": [-0.005, 0.644, -0.624, -0.760, 0.256, 0.254, 0.234],
  "energy_ha": -3087.18380,
  "e_above_lowest_kj_mol": 339.5,
  "spin_multiplicity": 1,
  "homo_ev": [-9.635, -9.714],
  "orbital_gap_ha": [0.3206, 0.3230],
  "lumo_energy_ev": [-0.911, -0.924]
}